Here is an isolated ion of composition C5H8I2NO and charge +1 from OMol25. Energies are from ωB97M-V/def2-TZVPD.

Computed properties:
- Total energy: -25044.076 eV
- SMILES string: C#C[C@@H]([C@H]([NH3+])I)[C@@H](O)I
- HOMO: -12.7 eV
- ΔE to the lowest compared entry with this formula, charge and spin: 13.3 kcal/mol
- Net charge: +1
- LUMO level: -3.862 eV

Geometry (Å):
C 0.558 1.101 -2.353
C 0.216 0.815 -1.235
C 0.126 0.786 0.221
C -1.210 0.121 0.608
N -1.418 -1.212 -0.067
I -2.921 1.350 0.203
C 1.329 0.075 0.844
O 1.252 -1.298 0.611
I 3.173 1.103 0.135
H 0.896 1.333 -3.332
H 0.139 1.814 0.678
H -1.099 -0.121 1.683
H -2.367 -1.414 0.178
H -0.739 -1.955 0.357
H -1.286 -1.260 -1.099
H 1.347 0.511 1.879
H 2.002 -1.750 0.690

Atoms 1-3, force components in eV/Å:
-0.34 -0.44 0.52
0.60 1.10 -0.71
-0.53 0.08 -0.47

Here is a 11-piece molecular cluster, C38H105N7O14 overall from OMol25. Energies are from ωB97M-V/def2-TZVPD.

Computed properties:
- Total energy: -80195.555 eV
- SMILES string: COC[C@H](C)N.COC[C@H](C)N.COC[C@H](C)N.COC[C@H](C)N.COCCNCCOC.COCCNCCOC.COCCNCCOC.CO.CO.CO.CO
- HOMO: -8.1 eV
- ΔE to the lowest compared entry with this formula, charge and spin: 0.0 kcal/mol
- LUMO level: 0.341 eV

Geometry (Å):
C -2.360 -0.550 -1.588
O -1.895 0.690 -1.079
C -1.956 0.725 0.351
C -1.333 2.041 0.779
C 0.060 2.249 0.251
N -1.346 2.027 2.269
H -3.300 -0.886 -1.141
H -1.621 -1.319 -1.329
H -2.457 -0.537 -2.671
H -3.021 0.773 0.596
H -1.451 -0.124 0.818
H -1.979 2.871 0.487
H 0.799 1.515 0.569
H 0.364 3.271 0.487
H -0.035 2.227 -0.838
H -0.572 1.390 2.497
H -0.948 2.925 2.531
C -4.985 -1.478 1.560
O -5.458 -2.722 1.065
C -4.854 -3.859 1.653
C -3.331 -4.001 1.554
C -2.797 -3.839 0.128
N -2.858 -5.280 2.128
H -5.495 -0.653 1.066
H -3.912 -1.418 1.360
H -5.219 -1.424 2.627
H -5.172 -4.022 2.690
H -5.312 -4.718 1.154
H -2.842 -3.270 2.193
H -2.787 -2.755 -0.031
H -3.445 -4.319 -0.606
H -1.763 -4.142 -0.028
H -3.012 -5.212 3.138
H -3.450 -6.054 1.837
C -1.951 -3.593 -2.645
O -0.855 -3.436 -1.785
C 0.239 -2.759 -2.360
C 1.451 -2.700 -1.411
C 1.189 -1.760 -0.220
N 2.633 -2.151 -2.103
H -1.843 -4.416 -3.358
H -2.162 -2.700 -3.244
H -2.809 -3.770 -1.998
H 0.533 -3.162 -3.336
H -0.075 -1.739 -2.622
H 1.652 -3.733 -1.113
H 0.768 -0.789 -0.486
H 2.035 -1.579 0.447
H 0.510 -2.276 0.472
H 2.200 -1.463 -2.713
H 3.196 -1.651 -1.422
C -3.017 5.763 1.531
O -2.916 6.840 0.625
C -3.856 6.712 -0.427
C -3.369 7.322 -1.743
C -3.058 8.830 -1.590
N -4.436 7.139 -2.718
H -2.326 5.829 2.373
H -2.794 4.780 1.103
H -4.017 5.714 1.974
H -4.045 5.665 -0.698
H -4.825 7.077 -0.078
H -2.461 6.812 -2.081
H -4.006 9.331 -1.395
H -2.617 9.156 -2.534
H -2.345 9.086 -0.808
H -4.206 7.465 -3.650
H -4.619 6.155 -2.891
C 1.685 1.076 -4.186
O 1.638 -0.327 -4.435
C 2.386 -0.663 -5.586
C 2.358 -2.189 -5.806
N 3.213 -2.893 -4.841
C 2.946 -4.351 -4.808
C 3.242 -5.057 -6.105
O 3.160 -6.458 -5.897
C 3.707 -7.169 -6.975
H 0.917 1.336 -3.456
H 1.359 1.618 -5.079
H 2.687 1.352 -3.858
H 3.410 -0.278 -5.561
H 1.925 -0.199 -6.466
H 2.626 -2.411 -6.840
H 1.332 -2.534 -5.612
H 3.116 -2.506 -3.888
H 1.897 -4.535 -4.540
H 3.598 -4.653 -3.989
H 4.302 -4.863 -6.307
H 2.573 -4.678 -6.881
H 4.775 -6.962 -7.106
H 3.187 -7.028 -7.927
H 3.674 -8.241 -6.772
C 9.696 -1.829 -1.073
O 8.377 -2.263 -0.957
C 7.472 -1.377 -0.329
C 6.095 -1.785 -0.880
N 4.960 -0.970 -0.449
C 5.075 0.404 -0.982
C 3.937 1.299 -0.468
O 4.361 2.619 -0.669
C 3.274 3.500 -0.502
H 10.184 -1.770 -0.092
H 9.752 -0.832 -1.526
H 10.277 -2.527 -1.674
H 7.786 -0.347 -0.526
H 7.463 -1.484 0.763
H 5.922 -2.763 -0.424
H 6.168 -1.948 -1.954
H 4.980 -0.853 0.559
H 5.046 0.428 -2.073
H 6.040 0.845 -0.723
H 3.719 1.144 0.595
H 3.074 1.061 -1.100
H 2.622 3.414 -1.373
H 3.644 4.504 -0.296
H 2.724 3.277 0.421
C 1.995 0.958 3.305
O 0.821 0.227 2.969
C 0.714 -1.044 3.606
C -0.539 -1.758 3.072
N -0.855 -2.921 3.866
C -1.529 -2.594 5.104
C -2.215 -3.796 5.681
O -3.319 -4.199 4.879
C -3.996 -5.294 5.447
H 2.858 0.287 3.311
H 1.848 1.303 4.333
H 2.208 1.795 2.644
H 0.594 -0.919 4.685
H 1.617 -1.610 3.367
H -0.444 -1.923 1.996
H -1.366 -1.033 3.120
H -1.378 -3.616 3.359
H -2.210 -1.736 5.122
H -0.779 -2.383 5.878
H -2.544 -3.547 6.698
H -1.511 -4.613 5.882
H -3.332 -6.167 5.410
H -4.849 -5.534 4.813
H -4.300 -5.120 6.482
C 0.723 6.175 -1.003
O 1.432 5.877 -2.222
H 0.109 5.308 -0.746
H 1.393 6.336 -0.160
H 0.072 7.044 -1.101
H 0.798 6.097 -2.910
C -5.272 2.927 2.266
O -6.549 3.532 2.163
H -4.668 3.001 1.355
H -4.714 3.478 3.022
H -5.305 1.869 2.537
H -6.973 3.135 1.396
C -2.384 1.217 5.392
O -3.137 1.207 4.207
H -2.035 2.226 5.636
H -3.021 0.848 6.197
H -1.507 0.557 5.377
H -2.564 1.538 3.473
C -0.128 4.303 4.332
O 0.098 5.126 3.211
H 0.212 3.266 4.350
H 0.239 4.759 5.255
H -1.195 4.180 4.552
H 0.467 5.971 3.469

Atoms 1-3, force components in eV/Å:
0.64 -0.48 0.55
-0.16 -0.31 -0.01
-0.47 1.03 -1.29

Here is C3H3Li2O5 as an isolated structure from OMol25. Energies are from ωB97M-V/def2-TZVPD.

Computed properties:
- Total energy: -13791.648 eV
- HOMO (alpha / beta): -12.7 / -12.7 eV
- ΔE to the lowest compared entry with this formula, charge and spin: 0.0 kcal/mol
- Net charge: +1
- LUMO level (alpha / beta): -4.486 / -4.486 eV

Geometry (Å):
O 0.857 1.071 0.024
C 0.550 -0.240 -0.141
O -1.075 0.105 -1.362
C -1.663 -0.415 -0.365
C 0.145 -1.726 -0.169
O -1.283 -1.686 -0.234
O -1.355 0.184 0.728
Li -1.825 1.368 2.150
H 1.596 -0.582 0.020
H 0.592 -2.211 -1.042
H 0.534 -2.207 0.733
Li 3.277 1.424 -0.144
O 1.607 1.867 -0.887

Atoms 1-3, force components in eV/Å:
-4.89 -0.05 1.60
6.19 0.41 0.06
-3.00 0.21 -1.81

Here is C25H26CaN7O4S2 as an isolated structure from OMol25. Energies are from ωB97M-V/def2-TZVPD.

Computed properties:
- Total energy: -85083.136 eV
- HOMO: -3.6 eV
- ΔE to the lowest compared entry with this formula, charge and spin: 41.8 kcal/mol
- Net charge: -1
- LUMO level: 2.060 eV

Geometry (Å):
Ca -0.208 -0.118 0.424
C 2.682 1.353 -1.303
N 2.293 -0.025 -0.994
C 3.125 -0.463 0.149
C 2.730 -1.774 0.807
N 1.513 -1.689 1.628
C 1.785 -1.043 2.923
C 0.916 -2.991 1.886
C 1.737 -4.109 1.994
C 1.225 -5.367 2.270
C -0.142 -5.505 2.456
C -0.962 -4.395 2.368
C -0.473 -3.112 2.086
S -1.621 -1.781 2.031
C 2.447 -0.894 -2.154
C 3.493 -0.651 -3.043
C 3.689 -1.413 -4.183
C 2.807 -2.458 -4.435
C 1.779 -2.717 -3.554
C 1.553 -1.963 -2.380
S 0.254 -2.427 -1.333
H 3.769 1.474 -1.422
H 2.375 1.992 -0.481
H 2.203 1.674 -2.229
H 3.102 0.348 0.880
H 4.168 -0.564 -0.195
H 3.587 -2.083 1.426
H 2.568 -2.535 0.044
H 2.510 -1.629 3.507
H 0.850 -0.971 3.478
H 2.171 -0.035 2.768
H 2.804 -4.003 1.848
H 1.886 -6.223 2.330
H -0.577 -6.476 2.664
H -2.030 -4.501 2.507
H 4.183 0.160 -2.847
H 4.509 -1.193 -4.855
H 2.922 -3.077 -5.318
H 1.094 -3.534 -3.741
O -0.844 0.916 -4.433
C -1.107 0.857 -3.111
O -1.681 -0.048 -2.581
C -0.626 2.074 -2.367
C -0.397 3.292 -2.985
C -0.082 4.376 -2.175
C 0.009 4.198 -0.805
C -0.195 2.923 -0.284
N -0.510 1.885 -1.057
C -0.061 2.506 1.178
O 0.320 3.862 2.041
O -0.988 1.771 1.598
H -1.116 0.064 -4.803
H -0.488 3.385 -4.057
H 0.075 5.354 -2.613
H 0.210 5.015 -0.125
N 4.491 4.923 2.827
C 3.355 4.440 2.199
N 3.248 4.835 0.880
N 2.542 3.697 2.844
C 1.466 3.194 2.137
N 1.342 2.095 1.478
H 4.746 5.865 2.574
H 4.473 4.762 3.822
H 4.128 4.898 0.393
H 2.535 4.357 0.346

Atoms 1-3, force components in eV/Å:
0.36 -1.18 -0.16
-0.01 0.05 -0.07
-0.02 -0.02 0.10

Here is a 2-piece molecular cluster, C14H16O overall from OMol25. Energies are from ωB97M-V/def2-TZVPD.

Computed properties:
- Total energy: -16822.269 eV
- SMILES string: Cc1ccc(O)cc1.Cc1ccccc1
- HOMO: -8.3 eV
- ΔE to the lowest compared entry with this formula, charge and spin: 68.4 kcal/mol
- LUMO level: 0.870 eV

Geometry (Å):
C 0.623 -2.719 -0.212
C 1.969 -1.885 -0.069
C 3.197 -2.466 0.286
C 4.336 -1.697 0.538
C 4.299 -0.325 0.099
O 5.363 0.543 0.468
C 3.131 0.264 -0.311
C 2.013 -0.482 -0.439
H 0.638 -3.801 -0.184
H 0.118 -2.456 -1.099
H -0.019 -2.472 0.493
H 3.271 -3.605 0.420
H 5.136 -2.439 0.678
H 5.901 -0.092 1.073
H 3.014 1.243 -0.638
H 0.962 -0.203 -0.686
C -4.218 1.456 -1.821
C -3.292 1.447 -0.659
C -2.774 0.267 -0.135
C -2.108 0.356 1.109
C -1.612 1.577 1.550
C -2.064 2.826 0.966
C -3.116 2.662 0.044
H -4.708 2.366 -2.044
H -5.100 0.771 -1.528
H -3.588 1.180 -2.702
H -3.073 -0.689 -0.494
H -1.928 -0.591 1.687
H -0.816 1.667 2.258
H -1.774 3.845 1.465
H -3.783 3.452 -0.112

Atoms 1-3, force components in eV/Å:
4.03 0.09 -2.12
0.09 -0.13 -0.90
-1.26 -1.12 0.48

Here is an isolated ion of composition C5H12NO and charge +1 from OMol25. Energies are from ωB97M-V/def2-TZVPD.

Computed properties:
- Total energy: -8907.555 eV
- SMILES string: C[C@]1(O)C[N+]1(C)C
- HOMO: -14.3 eV
- ΔE to the lowest compared entry with this formula, charge and spin: 70.9 kcal/mol
- Net charge: +1
- LUMO level: -2.827 eV

Geometry (Å):
C 1.074 1.748 0.224
C 0.925 0.312 -0.135
O 1.916 -0.478 0.382
C 0.000 -0.247 -1.545
N -0.391 -0.379 -0.120
C -0.449 -1.735 0.432
C -1.598 0.282 0.388
H 2.112 1.971 0.363
H 0.798 1.890 1.212
H 0.498 2.306 -0.462
H 2.773 0.107 0.269
H -0.522 0.532 -2.153
H 0.137 -1.218 -2.074
H -1.377 -2.184 0.222
H 0.243 -2.518 0.134
H -0.418 -1.861 1.518
H -2.423 -0.222 0.069
H -1.396 0.480 1.383
H -1.901 1.215 -0.108

Atoms 1-3, force components in eV/Å:
-0.19 -1.27 -0.89
-0.78 -2.14 -2.27
1.92 1.77 -0.86

Here is C46H51N4OPdS as an isolated structure from OMol25. Energies are from ωB97M-V/def2-TZVPD.

Computed properties:
- Total energy: -70846.401 eV
- HOMO (alpha / beta): -9.8 / -9.8 eV
- Net charge: +1
- LUMO level (alpha / beta): -4.638 / -4.640 eV

Geometry (Å):
Pd 0.552 -0.238 0.476
C 0.903 5.390 3.384
C -0.401 4.640 3.080
C -0.181 3.169 2.917
C -0.270 2.196 3.866
C -0.556 2.356 5.326
C 0.719 2.261 6.175
C 0.007 0.948 3.205
N 0.291 1.157 1.892
C 0.178 2.511 1.687
C 0.426 3.154 0.503
C 0.809 2.556 -0.681
C 1.105 3.260 -1.904
C 1.163 4.749 -2.033
C 2.436 5.327 -1.398
C 1.367 2.316 -2.848
C 1.240 1.032 -2.202
C 1.375 -0.185 -2.819
C 1.251 -1.421 -2.219
N 1.024 -1.627 -0.893
C 0.994 -2.989 -0.717
C 0.783 -3.628 0.478
C 0.574 -3.021 1.699
N 0.477 -1.680 1.898
C 0.220 -1.495 3.234
C -0.018 -0.283 3.829
C 0.215 -2.773 3.907
C 0.427 -3.719 2.954
C 0.564 -5.199 3.121
C 2.034 -5.639 3.117
C 0.074 -2.946 5.386
C 1.341 -2.511 6.136
C 1.232 -3.654 -1.970
C 1.383 -2.677 -2.908
C 1.642 -2.842 -4.372
C 3.140 -2.821 -4.703
C 1.332 -5.136 -2.154
C 2.684 -5.688 -1.683
N 0.937 1.217 -0.875
C 1.757 2.524 -4.278
C 3.278 2.655 -4.438
H 0.709 6.456 3.502
H 1.627 5.257 2.579
H 1.352 5.017 4.305
H -0.854 5.046 2.174
H -1.109 4.804 3.893
H -1.270 1.594 5.648
H -1.026 3.325 5.492
H 1.227 1.308 6.017
H 0.482 2.351 7.235
H 1.416 3.056 5.908
H 0.316 4.231 0.500
H 0.285 5.198 -1.562
H 1.135 5.019 -3.089
H 2.501 5.061 -0.341
H 2.446 6.413 -1.481
H 3.324 4.936 -1.895
H 1.598 -0.186 -3.877
H 0.788 -4.710 0.459
H -0.259 -0.278 4.883
H 0.024 -5.715 2.323
H 0.105 -5.497 4.063
H 2.533 -5.338 2.194
H 2.111 -6.722 3.211
H 2.571 -5.184 3.950
H -0.125 -3.995 5.606
H -0.781 -2.371 5.749
H 2.192 -3.127 5.843
H 1.200 -2.612 7.212
H 1.592 -1.472 5.918
H 1.135 -2.051 -4.927
H 1.215 -3.789 -4.704
H 3.594 -1.876 -4.399
H 3.296 -2.950 -5.774
H 3.659 -3.626 -4.183
H 1.198 -5.373 -3.209
H 0.526 -5.630 -1.606
H 3.500 -5.250 -2.260
H 2.718 -6.770 -1.811
H 2.859 -5.460 -0.631
H 1.277 3.430 -4.650
H 1.397 1.694 -4.888
H 3.648 3.516 -3.881
H 3.542 2.787 -5.487
H 3.786 1.765 -4.063
C -6.674 1.042 -5.586
C -7.165 2.053 -4.593
O -7.175 3.235 -4.714
S -7.795 1.262 -3.015
C -6.201 0.937 -2.305
C -5.222 1.927 -2.240
C -3.995 1.649 -1.664
C -3.726 0.383 -1.143
C -4.715 -0.599 -1.198
C -5.944 -0.324 -1.772
C -2.445 0.101 -0.560
C -1.407 -0.213 -0.040
H -6.500 1.511 -6.553
H -7.390 0.229 -5.676
H -5.738 0.619 -5.215
H -5.430 2.916 -2.627
H -3.235 2.417 -1.601
H -4.504 -1.582 -0.796
H -6.710 -1.086 -1.822

Atoms 1-3, force components in eV/Å:
-1.36 -0.02 -0.34
-0.12 -0.03 -0.04
0.28 -0.02 -0.02

Here is a 12-piece molecular cluster, C12H48O12 overall from OMol25. Energies are from ωB97M-V/def2-TZVPD.

Computed properties:
- Spin multiplicity: 2
- Total energy: -37776.092 eV
- HOMO (alpha / beta): -11.2 / -11.2 eV
- ΔE to the lowest compared entry with this formula, charge and spin: 159.2 kcal/mol
- Net charge: +1
- LUMO level (alpha / beta): -2.733 / -9.630 eV
- <S²>: 0.754

Geometry (Å):
C -2.420 2.420 2.425
O -1.174 2.536 1.820
H -3.207 2.183 1.709
H -2.316 1.497 2.995
H -2.575 3.253 3.111
H -0.441 2.799 2.381
C 1.144 1.235 3.606
O 0.654 2.231 4.450
H 0.238 0.739 3.258
H 1.738 1.622 2.778
H 1.653 0.442 4.154
H 1.156 3.025 4.247
C -1.077 3.328 -3.556
O -2.091 2.978 -4.497
H -0.732 2.461 -2.994
H -0.232 3.605 -4.188
H -1.324 4.198 -2.948
H -2.634 3.764 -4.588
C -0.632 -2.801 3.096
O 0.407 -1.879 2.802
H -1.642 -2.436 2.907
H -0.544 -3.727 2.530
H -0.556 -3.193 4.110
H 0.046 -1.055 2.466
C 5.173 0.042 -2.068
O 4.469 0.291 -0.879
H 6.195 0.226 -1.738
H 5.133 -0.992 -2.412
H 5.051 0.769 -2.871
H 3.522 0.399 -0.993
C 0.817 4.275 -0.250
O -0.008 5.352 -0.679
H 1.533 4.557 0.522
H 0.244 3.446 0.168
H 1.271 3.697 -1.054
H 0.319 5.674 -1.522
C -0.017 -0.064 -0.452
O -0.197 0.147 0.908
H -0.858 0.203 -1.092
H 0.874 0.403 -0.873
H 0.219 -1.077 -0.779
H -0.828 0.850 1.082
C -3.949 -1.543 -0.063
O -4.800 -0.377 -0.066
H -4.532 -2.418 -0.351
H -3.174 -1.547 -0.830
H -3.462 -1.534 0.913
H -5.557 -0.570 0.492
C 3.458 -1.166 2.073
O 3.233 -2.327 2.799
H 3.731 -0.367 2.762
H 4.288 -1.298 1.378
H 2.538 -0.897 1.554
H 2.306 -2.381 3.044
C 2.772 -3.078 -1.017
O 3.062 -2.961 -2.402
H 3.146 -2.165 -0.554
H 1.698 -3.006 -0.840
H 3.147 -4.016 -0.609
H 4.009 -2.959 -2.559
C -1.245 -3.917 -0.315
O -2.061 -4.970 0.225
H -1.516 -3.042 0.276
H -0.165 -4.064 -0.332
H -1.568 -3.701 -1.333
H -1.730 -5.710 -0.288
C -3.373 0.164 -3.230
O -3.733 0.792 -4.470
H -3.868 -0.793 -3.063
H -2.292 0.034 -3.276
H -3.586 0.864 -2.422
H -3.129 1.530 -4.583

Atoms 1-3, force components in eV/Å:
0.25 -1.10 1.66
1.09 0.26 -2.40
0.16 0.79 -0.23

> Look up the total energy of the first one.

-25044.076 eV